Here is a 5-piece molecular cluster, C17H40Cl4O2S2 overall at a distorted geometry from OMol25. Energies are from the ωB97M-V functional and the def2-TZVPD basis.

XYZ file:
```
65
C17H40Cl4O2S2 | OMol25 | the ωB97M-V functional and the def2-TZVPD basis
C 2.59 -1.57 -2.58
S 2.41 0.18 -3.08
O 1.74 0.15 -4.43
C 1.12 0.60 -1.87
H 2.86 -1.56 -1.52
H 3.40 -1.97 -3.19
H 1.63 -2.05 -2.71
H 1.10 1.67 -1.63
H 1.33 0.10 -0.93
H 0.14 0.37 -2.30
C 0.02 -6.77 2.85
S -0.47 -5.07 2.38
O -1.62 -5.15 1.41
C -1.30 -4.63 3.95
H 0.71 -6.71 3.69
H 0.50 -7.18 1.97
H -0.83 -7.41 3.09
H -0.58 -4.27 4.69
H -1.84 -5.51 4.28
H -1.99 -3.80 3.83
C -0.49 -0.72 1.60
Cl -0.62 1.05 1.46
Cl -0.83 -1.45 0.03
Cl 1.18 -1.06 2.06
Cl -1.68 -1.29 2.78
C 1.51 4.23 -0.22
C 2.53 4.27 0.94
C 3.76 3.40 0.67
C 3.50 1.91 0.90
C 4.53 0.99 0.22
C 4.51 -0.45 0.68
H 0.74 5.00 -0.16
H 1.00 3.27 -0.24
H 2.05 4.43 -1.15
H 2.95 5.29 0.95
H 2.05 4.09 1.90
H 4.55 3.73 1.35
H 4.16 3.61 -0.32
H 3.63 1.70 1.97
H 2.49 1.63 0.58
H 4.36 1.04 -0.86
H 5.53 1.42 0.29
H 3.54 -0.93 0.49
H 5.16 -1.07 0.06
H 4.71 -0.56 1.74
C -2.59 3.58 -1.51
C -2.69 2.18 -2.11
C -3.49 1.24 -1.20
C -3.63 -0.18 -1.74
C -4.35 -1.19 -0.86
C -5.78 -0.82 -0.43
H -3.58 4.04 -1.60
H -1.91 4.22 -2.07
H -2.40 3.55 -0.44
H -3.06 2.21 -3.13
H -1.67 1.79 -2.23
H -4.52 1.59 -1.05
H -2.95 1.25 -0.25
H -4.11 -0.13 -2.72
H -2.64 -0.58 -2.01
H -4.31 -2.17 -1.34
H -3.72 -1.40 0.02
H -6.37 -1.72 -0.30
H -5.77 -0.28 0.52
H -6.17 -0.11 -1.16
```

Its HOMO energy is -8.8 eV. As for the molecular weight: 482.5 g/mol. The total energy is -3459.24653 hartree. The calculation puts the LUMO energy at 0.043 eV.

***

Here is C17H40F4GaO12S4 as an isolated structure at a distorted geometry from OMol25. Energies are from the ωB97M-V functional and the def2-TZVPD basis.

XYZ file:
```
78
C17H40F4GaO12S4 | OMol25 | the ωB97M-V functional and the def2-TZVPD basis
C 0.20 -1.89 -3.86
C -0.77 -2.57 -3.13
C -0.40 -3.86 -2.48
Ga 1.35 -3.65 -1.39
C 2.18 -5.46 -0.78
F 3.47 -5.19 -0.38
F 1.59 -6.00 0.35
C 2.30 -6.58 -1.82
F 3.52 -6.52 -2.42
F 1.39 -6.48 -2.80
H 0.98 -1.41 -3.29
H 0.19 -1.89 -4.94
H -1.78 -2.18 -3.04
H -1.25 -4.18 -1.88
H -0.30 -4.54 -3.32
H 1.00 -2.77 -0.08
H 2.51 -2.90 -2.19
H 2.21 -7.57 -1.37
O -0.51 0.88 -1.59
S -1.30 2.01 -1.22
O -2.73 1.94 -1.18
O -0.87 3.26 -2.12
C -0.93 3.10 -3.56
C -2.35 3.09 -4.07
C -0.73 2.64 0.32
H -0.40 2.19 -3.85
H -0.39 3.94 -3.98
H -2.91 2.23 -3.71
H -2.37 3.07 -5.16
H -2.88 3.99 -3.74
H 0.35 2.74 0.29
H -1.02 1.93 1.09
H -1.20 3.60 0.51
O -1.50 6.59 -4.35
S -2.30 7.73 -4.02
O -3.72 7.65 -4.00
O -1.85 8.95 -4.94
C -1.89 8.77 -6.37
C -3.30 8.76 -6.92
C -1.76 8.39 -2.48
H -1.35 7.86 -6.64
H -1.33 9.61 -6.79
H -3.86 7.90 -6.56
H -3.28 8.72 -8.01
H -3.84 9.66 -6.61
H -0.68 8.49 -2.49
H -2.07 7.69 -1.71
H -2.24 9.36 -2.33
O -0.95 2.51 3.65
S -0.77 3.08 4.95
O 0.46 3.69 5.33
O -1.17 2.00 6.05
C -0.50 0.72 6.00
C 0.93 0.80 6.49
C -2.08 4.22 5.28
H -0.56 0.30 5.00
H -1.07 0.06 6.66
H 1.55 1.40 5.82
H 1.37 -0.20 6.53
H 0.98 1.25 7.48
H -3.03 3.76 5.03
H -1.90 5.09 4.65
H -2.04 4.50 6.33
O 4.25 -7.22 5.34
S 3.39 -8.33 5.09
O 3.92 -9.65 4.90
O 2.40 -7.98 3.90
C 2.97 -7.58 2.63
C 3.59 -8.74 1.88
C 2.17 -8.41 6.36
H 3.69 -6.77 2.78
H 2.15 -7.17 2.05
H 4.46 -9.14 2.40
H 3.92 -8.42 0.89
H 2.87 -9.55 1.77
H 1.73 -7.42 6.50
H 2.67 -8.73 7.27
H 1.41 -9.13 6.08
```

Its HOMO energy is -3.1 eV. As for the molecular weight: 710.5 g/mol. The total energy is -5491.45266 hartree. As for the net charge: -1. The calculation puts the LUMO energy at 1.612 eV.

***

Here is a 6-piece molecular cluster, C17H40F4NO14PS6 overall at a distorted geometry from OMol25. Energies are from the ωB97M-V functional and the def2-TZVPD basis.

XYZ file:
```
83
C17H40F4NO14PS6 | OMol25 | the ωB97M-V functional and the def2-TZVPD basis
C -4.03 0.34 1.85
C -2.98 1.51 1.52
C -1.84 0.97 0.51
F -2.29 -0.07 -0.36
C -1.00 2.14 -0.21
C -1.30 2.41 -1.74
P -3.06 2.24 -2.35
O -4.16 2.16 -1.30
O -3.15 0.77 -3.25
O -3.53 3.46 -3.48
O 0.39 1.62 -0.21
N 1.28 2.64 -0.34
O 2.07 2.44 -1.21
O -0.97 3.26 0.69
C -1.64 4.41 0.30
O -2.80 4.56 -0.09
S -0.68 6.04 0.46
O -1.29 7.14 -0.35
O -0.80 6.40 1.93
C 1.14 5.86 0.12
F 1.34 5.41 -1.20
F 1.86 5.13 1.09
F 1.68 7.18 0.16
H -3.52 -0.69 1.91
H -4.54 0.62 2.84
H -4.86 0.35 1.05
H -3.52 2.44 1.14
H -2.45 1.84 2.50
H -1.09 0.45 1.22
H -0.91 3.43 -2.13
H -0.68 1.64 -2.34
H -3.69 0.92 -4.05
H -3.92 4.17 -2.92
C -5.48 -4.73 2.18
S -5.78 -3.55 0.85
O -4.60 -2.63 0.80
C -7.13 -2.67 1.66
H -4.65 -5.36 1.91
H -5.24 -4.19 3.11
H -6.37 -5.34 2.33
H -6.78 -2.26 2.61
H -7.96 -3.35 1.82
H -7.44 -1.85 1.01
C -1.74 -7.87 2.26
S -3.29 -8.49 2.95
O -4.37 -7.55 2.53
C -2.89 -8.10 4.67
H -1.78 -7.98 1.17
H -1.61 -6.81 2.51
H -0.90 -8.45 2.64
H -2.68 -7.03 4.78
H -2.01 -8.68 4.98
H -3.74 -8.37 5.29
C 3.14 3.38 5.87
S 2.26 2.88 4.38
O 2.15 1.39 4.40
C 3.59 3.30 3.23
H 2.51 3.16 6.73
H 4.07 2.81 5.96
H 3.35 4.45 5.84
H 4.50 2.75 3.48
H 3.79 4.38 3.28
H 3.27 3.04 2.22
C 6.29 2.73 -5.11
S 5.22 1.61 -4.18
O 4.69 0.59 -5.15
C 3.90 2.81 -3.89
H 7.17 2.18 -5.43
H 5.76 3.11 -5.98
H 6.60 3.56 -4.47
H 3.52 3.18 -4.84
H 4.29 3.63 -3.28
H 3.10 2.31 -3.35
C 5.12 -2.49 -4.90
S 5.45 -3.40 -3.38
O 6.42 -2.58 -2.58
C 6.38 -4.74 -4.15
H 4.57 -1.59 -4.65
H 6.05 -2.23 -5.40
H 4.51 -3.11 -5.57
H 7.24 -4.33 -4.69
H 5.73 -5.28 -4.84
H 6.73 -5.41 -3.37
```

Its HOMO energy is -8.5 eV. As for the molecular weight: 781.9 g/mol. The total energy is -4909.45729 hartree. The calculation puts the LUMO energy at -1.466 eV.

***

Here is a 2-piece molecular cluster, C17H40N4O5P overall at a distorted geometry from OMol25. Energies are from the ωB97M-V functional and the def2-TZVPD basis.

XYZ file:
```
67
C17H40N4O5P | OMol25 | the ωB97M-V functional and the def2-TZVPD basis
C -1.47 -2.03 3.34
C -1.65 -2.36 1.85
C -0.44 -3.16 1.39
C -0.31 -3.33 -0.12
N -0.38 -2.09 -0.92
C 0.79 -1.33 -0.83
N 1.89 -1.64 -1.82
C 2.83 -0.74 -1.41
N 4.09 -1.01 -1.22
C 5.05 0.03 -0.79
C 5.76 0.63 -2.01
C 6.15 2.10 -1.89
C 5.10 3.03 -1.32
C 5.66 4.47 -1.22
O 5.07 5.30 -2.19
C 4.00 6.12 -1.71
N 2.21 0.42 -1.23
C 0.75 0.16 -1.11
C 0.00 0.99 -0.07
H -2.45 -2.02 3.80
H -0.89 -2.80 3.85
H -1.05 -1.05 3.48
H -1.73 -1.41 1.34
H -2.52 -2.98 1.72
H -0.45 -4.16 1.82
H 0.45 -2.68 1.80
H -1.05 -4.02 -0.51
H 0.65 -3.80 -0.34
H -1.18 -1.52 -0.64
H 1.33 -1.36 0.14
H 2.24 -2.59 -1.83
H 4.41 -1.95 -1.40
H 4.50 0.76 -0.24
H 5.73 -0.43 -0.09
H 5.17 0.42 -2.89
H 6.68 0.06 -2.15
H 6.35 2.44 -2.90
H 7.09 2.23 -1.37
H 4.19 3.06 -1.90
H 4.84 2.75 -0.30
H 5.47 4.86 -0.22
H 6.74 4.45 -1.33
H 4.38 7.10 -1.47
H 3.26 6.18 -2.49
H 3.53 5.69 -0.83
H 2.53 1.06 -0.51
H 0.27 0.37 -2.06
H -0.88 1.41 -0.53
H -0.31 0.39 0.77
H 0.62 1.79 0.31
C -7.92 -1.71 -0.51
O -7.65 -1.88 0.88
P -6.59 -0.92 1.58
O -6.93 0.50 1.54
O -5.19 -1.30 0.92
C -4.71 -0.53 -0.18
O -6.43 -1.57 3.00
C -7.31 -1.16 4.05
H -8.94 -2.03 -0.70
H -7.81 -0.66 -0.81
H -7.23 -2.33 -1.09
H -5.31 0.36 -0.36
H -4.71 -1.15 -1.08
H -3.68 -0.22 0.04
H -8.10 -1.91 4.17
H -7.75 -0.19 3.86
H -6.73 -1.11 4.97
```

Its HOMO energy is -11.9 eV. As for the molecular weight: 411.5 g/mol. The total energy is -1608.15995 hartree. As for the net charge: +1. The calculation puts the LUMO energy at -2.527 eV.